Entry 1:
The following is a DFT calculation (ωB97M-V/def2-TZVPD) of C30H34I2N5O4SSc as an isolated structure.

The geometry in XYZ format:
```
77
Properties=species:S:1:pos:R:3:forces:R:3:lowdin_charge:R:1
C -0.985 -0.842 -2.230 -0.496 -0.883 -0.346 -0.28
C -5.037 0.248 0.200 0.008 -0.050 0.056 -0.12
C -0.746 -1.297 -3.527 0.022 0.156 0.328 0.00
C 1.935 -2.436 -0.111 -0.111 -0.062 0.134 -0.23
N 0.315 -1.498 1.508 -0.311 -0.031 -0.381 -0.08
H 3.658 -2.004 -3.469 -0.024 0.021 -0.096 0.12
C 1.235 4.986 -1.406 -0.227 -0.075 -0.185 0.00
H -0.174 -0.691 -4.211 0.102 0.104 -0.138 0.12
C -0.663 1.437 -2.503 -0.115 -0.560 -0.022 -0.03
C -2.763 2.240 2.643 0.155 -0.290 -0.330 -0.34
C 3.172 -2.168 -2.520 -0.099 0.118 0.073 -0.02
C -2.602 3.610 2.017 0.035 -0.057 -0.177 -0.11
C 2.728 -3.478 -0.586 0.019 0.159 -0.152 0.01
H 2.116 -0.308 -2.556 0.028 0.095 -0.049 0.11
C 3.386 -3.334 -1.794 -0.198 0.141 0.185 -0.01
H -1.229 1.420 -3.439 0.037 -0.108 0.108 0.16
H -3.720 2.121 3.148 -0.095 -0.138 0.058 0.10
H -2.755 -3.473 -1.054 -0.061 -0.104 0.057 0.13
N 1.729 -1.309 -0.801 0.083 -0.100 0.199 0.03
C -1.916 -3.343 -3.034 0.035 0.086 0.010 -0.11
H 1.646 -2.095 5.084 -0.048 -0.154 -0.040 0.11
C -0.072 2.707 -2.105 0.267 0.725 -0.038 -0.23
S -2.645 0.823 1.476 -0.614 0.698 -0.041 1.03
H -0.653 3.739 -3.902 -0.011 -0.064 -0.074 0.13
H -3.489 3.929 1.475 -0.004 -0.003 -0.036 0.08
C 1.363 -0.629 3.554 -0.085 0.484 -0.545 -0.17
C 0.143 -1.284 2.962 0.073 0.275 0.316 -0.13
C 2.327 -1.210 -1.997 0.106 -0.039 -0.206 -0.15
N -0.496 0.392 -1.785 0.214 0.941 -0.377 0.03
H 4.468 1.106 5.085 0.076 0.086 0.046 0.09
H -5.792 0.532 -0.529 -0.017 0.036 -0.063 0.09
H -3.393 1.312 -0.738 0.153 0.046 0.129 0.09
C 3.601 0.623 4.664 0.145 -0.277 0.200 -0.20
C -1.699 -1.647 -1.343 0.098 0.342 -0.040 -0.03
H -5.528 0.182 1.166 -0.090 -0.010 0.141 0.08
H 3.716 0.576 -0.158 -0.140 -0.005 0.003 0.07
I 3.591 3.004 2.758 0.107 -0.178 0.380 1.04
H 3.209 2.052 0.253 -0.030 -0.175 -0.155 -0.07
H -1.966 2.052 3.362 -0.030 -0.160 0.021 0.09
H -1.994 -5.551 -1.896 0.028 0.245 -0.195 0.12
C 2.949 1.168 3.583 -0.410 0.474 -0.754 -0.58
H -1.059 -2.879 -4.931 0.015 -0.060 -0.120 0.14
H -4.315 2.262 0.452 0.127 0.116 -0.013 0.08
O -1.317 1.007 0.750 0.012 0.119 0.005 -0.63
C 1.169 3.872 -0.573 0.091 0.124 0.112 -0.10
N 0.559 2.740 -0.911 -0.210 -0.040 -0.286 0.05
H 0.603 5.799 -3.297 -0.008 0.101 -0.021 0.13
O -2.409 -5.705 -2.754 -0.225 -0.543 0.115 0.15
H -1.745 3.622 1.342 0.023 0.090 0.031 0.07
H -2.433 4.336 2.810 0.060 0.021 0.006 0.09
H 1.788 5.859 -1.100 0.036 0.072 0.114 0.12
H -1.938 -1.252 -0.363 0.002 -0.084 0.011 0.08
C -2.162 -2.886 -1.742 0.018 -0.160 -0.179 0.00
C 1.831 0.572 2.972 1.078 -0.491 1.760 -0.40
C 3.142 -0.578 5.187 0.146 -0.238 0.307 -0.70
C -1.216 -2.532 -3.922 -0.172 -0.165 0.067 0.02
H 3.271 1.609 -1.323 -0.136 -0.054 0.128 0.07
H 1.640 3.899 0.404 0.032 -0.091 0.039 0.08
Sc 0.669 0.631 0.246 0.206 -0.751 -1.137 0.97
H 4.050 -4.101 -2.162 -0.006 -0.084 -0.034 0.13
I 4.166 -1.513 6.780 -0.279 0.290 -0.388 0.91
O 1.270 1.132 1.926 -0.234 0.422 0.322 -0.24
C -2.448 -4.649 -3.571 0.119 0.529 0.007 -0.49
C 0.577 4.955 -2.625 0.111 -0.105 0.277 -0.01
H -0.570 -1.867 1.154 0.208 0.181 0.030 0.11
C 1.328 -2.532 1.262 0.191 -0.172 -0.002 -0.12
H -4.671 -0.742 -0.059 0.048 -0.107 -0.058 0.07
O -2.877 -4.719 -4.683 0.067 -0.183 0.095 0.16
N 3.014 1.278 -0.392 -0.022 0.115 0.107 0.03
H 2.135 -2.401 1.996 -0.147 -0.012 -0.100 0.14
C -0.111 3.802 -2.970 -0.014 -0.460 0.310 0.03
H 2.837 -4.379 -0.001 0.037 -0.044 0.103 0.13
C 2.021 -1.185 4.639 0.158 0.107 0.171 -0.11
C -3.922 1.278 0.215 0.077 -0.266 0.357 -0.33
H -0.721 -0.624 3.105 0.015 -0.191 -0.072 0.11
H 0.922 -3.542 1.415 0.074 0.156 0.028 0.15
H -0.047 -2.231 3.483 -0.075 0.147 -0.096 0.14
```
Forces are in eV/Å.

The charge is +2. As for the spin multiplicity: 1. Its LUMO energy is -6.47 eV. The calculation puts the HOMO-LUMO gap at 6.12 eV. Its highest occupied orbital energy is -0.46265 Eh. Its molar mass is 859.464 g/mol. The value obtained for the energy above the lowest of the compared OMol25 structures with the same formula, charge and spin is 0.554 eV.

***

Entry 2:
The following is a DFT calculation (ωB97M-V/def2-TZVPD) of one molecule with the formula C3H5NOS.

The geometry in XYZ format:
```
11
Properties=species:S:1:pos:R:3:forces:R:3:lowdin_charge:R:1
C 0.409 1.250 -0.174 1.736 -0.402 0.263 -0.26
H -0.560 1.432 -0.612 -0.425 0.293 -0.015 0.08
N 0.588 -0.130 0.152 0.109 0.395 -0.142 -0.18
C 1.916 -0.529 0.644 0.251 -0.192 -0.092 -0.03
C -0.468 -0.993 0.142 -0.337 -0.568 -0.279 -0.67
H -0.240 -2.008 0.534 0.142 0.799 -0.195 0.07
O 1.305 2.056 -0.013 -1.065 -0.873 -0.153 0.06
H 1.985 -1.626 0.805 -0.425 0.806 0.045 0.10
S -1.980 -0.716 -0.428 0.316 -0.082 0.239 0.63
H 2.071 0.035 1.566 0.396 -0.306 -0.046 0.09
H 2.721 -0.282 -0.081 -0.697 0.130 0.376 0.10
```
Forces are in eV/Å.

As for the spin multiplicity: 1. Its LUMO energy is -0.25 eV. The calculation puts the HOMO-LUMO gap at 8.64 eV. Its highest occupied orbital energy is -0.32692 Eh. Its molar mass is 103.146 g/mol. The value obtained for the energy above the lowest of the compared OMol25 structures with the same formula, charge and spin is 0.846 eV.

***

Entry 3:
The following is a DFT calculation (ωB97M-V/def2-TZVPD) of C15H23IN2SiV as an isolated structure.

The geometry in XYZ format:
```
43
Properties=species:S:1:pos:R:3:forces:R:3:lowdin_charge:R:1
C -3.209 -2.416 -1.450 0.043 0.177 -0.131 -0.01
V 0.211 -0.708 -3.265 0.101 0.143 -1.880 0.44
I -0.151 1.710 -3.223 -0.153 1.201 -0.331 0.48
C 1.613 1.151 2.035 0.349 0.584 -0.582 -0.16
H -0.718 -4.284 -0.034 -0.447 0.067 -0.041 0.12
C 3.567 -1.614 -0.849 0.047 0.265 -0.153 -0.02
H 3.020 -0.050 -2.272 0.069 -0.229 0.034 0.12
C 0.242 3.532 -0.119 2.558 0.351 -0.089 -0.17
H -3.266 -4.151 -0.157 0.198 0.188 -0.096 0.13
H 0.829 3.028 0.707 0.223 0.443 -0.463 0.04
C -1.143 0.356 1.428 -0.454 0.265 -0.867 -0.14
H -0.599 -0.367 0.804 -0.020 0.260 0.125 0.03
H -1.390 -0.157 2.372 0.192 0.381 -0.051 0.07
C -2.407 -1.559 -2.190 0.775 -0.681 0.219 -0.07
C 3.117 -2.756 -0.176 -0.362 -0.059 -0.157 0.00
C 0.966 -2.453 -1.216 1.618 0.605 -0.222 -0.19
H -0.082 3.967 3.092 -0.130 -0.283 0.131 0.07
C -1.242 -3.540 -0.631 0.264 0.214 -0.164 0.03
H -0.384 2.540 4.116 0.047 -0.040 -0.281 0.07
H 0.705 3.165 -1.043 0.097 -0.036 0.420 0.00
H 3.790 -3.309 0.478 -0.197 0.162 -0.146 0.13
H -1.507 2.843 -1.060 -0.142 0.118 0.285 0.01
H -1.727 4.288 -0.043 -0.036 -0.207 -0.042 0.12
N -1.048 -1.700 -2.190 -1.022 -1.031 1.671 -0.07
H 4.581 -1.238 -0.707 -0.304 -0.165 -0.007 0.13
N 1.452 -1.388 -1.960 1.150 -0.910 1.981 -0.07
H 1.668 0.686 3.030 -0.137 0.131 -0.175 0.07
Si -0.090 1.870 1.784 0.213 -1.730 1.924 0.69
H -1.699 3.231 3.126 0.328 -0.104 0.020 0.06
C -1.196 3.338 -0.135 -3.090 -0.366 0.146 -0.19
H 0.511 4.589 -0.021 0.154 -0.284 0.306 0.13
C -0.459 -2.632 -1.349 -1.811 0.363 -0.637 -0.20
H 1.361 -4.024 0.176 0.427 0.246 -0.035 0.13
C -2.632 -3.445 -0.693 0.265 0.174 -0.217 0.00
H 1.832 0.386 1.274 -0.042 0.208 0.224 0.03
C 1.794 -3.170 -0.345 -0.137 0.278 -0.299 0.03
H -4.284 -2.273 -1.486 0.149 -0.109 0.060 0.13
H 2.382 1.933 1.970 0.016 -0.308 0.182 0.06
H -2.086 0.584 0.913 0.138 -0.148 0.240 0.05
C -0.621 3.008 3.151 -0.246 0.589 -0.567 -0.14
H -1.627 2.714 0.685 -0.068 0.477 -0.532 0.03
H -2.800 -0.741 -2.794 0.027 -0.319 0.081 0.12
C 2.726 -0.945 -1.729 -0.649 -0.883 0.114 -0.07
```
Forces are in eV/Å.

The charge is +2. As for the spin multiplicity: 2. Its LUMO energy (alpha / beta) is -7.10 / -6.96 eV. The calculation puts the HOMO-LUMO gap (alpha / beta) at 7.04 / 6.35 eV. Its expectation value of S² is 0.9029. Its highest occupied orbital energy (alpha / beta) is -0.51963 / -0.48937 Eh. Its molar mass is 437.297 g/mol.

***

Entry 4:
The following is a DFT calculation (ωB97M-V/def2-TZVPD) of one molecule with the formula C3HNS2.

The geometry in XYZ format:
```
7
Properties=species:S:1:pos:R:3:forces:R:3:lowdin_charge:R:1
S -1.668 -0.473 1.598 3.599 0.323 -3.407 0.69
C 0.512 -1.391 -0.036 4.673 -3.545 -2.615 -0.24
S 0.979 1.467 -1.319 -0.040 -0.717 -0.285 0.78
N 1.378 -2.141 -0.485 -5.582 4.539 2.978 0.18
C -0.171 1.006 -0.287 1.273 0.222 0.308 -0.72
C -0.383 -0.297 0.355 -2.629 -1.173 2.503 -0.71
H -0.648 1.830 0.174 -1.295 0.352 0.517 0.02
```
Forces are in eV/Å.

As for the spin multiplicity: 1. Its LUMO energy is -3.29 eV. The calculation puts the HOMO-LUMO gap at 6.53 eV. Its highest occupied orbital energy is -0.36108 Eh. Its molar mass is 115.182 g/mol. The value obtained for the energy above the lowest of the compared OMol25 structures with the same formula, charge and spin is 0.796 eV.

***

Entry 5:
The following is a DFT calculation (ωB97M-V/def2-TZVPD) of one molecule with the formula C4H5NO.

The geometry in XYZ format:
```
11
Properties=species:S:1:pos:R:3:forces:R:3:lowdin_charge:R:1
C -0.838 0.501 0.621 -0.078 0.473 0.721 -0.03
H 1.172 -1.255 0.886 -0.071 -0.074 -0.178 0.09
O -0.629 0.158 -1.643 -0.096 -0.036 -0.088 -0.06
C 0.618 -1.416 -0.046 -0.022 -0.018 -0.032 0.00
N -1.305 1.069 1.586 0.302 -0.534 -0.706 0.21
H 1.330 -1.576 -0.857 -0.111 0.025 0.090 0.09
H -0.127 1.985 -0.883 0.238 -0.164 -0.119 0.05
C -0.182 -0.188 -0.364 0.036 -0.168 0.348 -0.57
H -0.030 -2.290 0.072 0.112 0.110 -0.068 0.09
C 0.411 1.039 -1.154 -0.088 0.214 -0.089 0.01
H -0.771 1.883 1.888 -0.223 0.171 0.122 0.11
```
Forces are in eV/Å.

As for the spin multiplicity: 1. Its LUMO energy (alpha / beta) is 0.20 / 0.20 eV. The calculation puts the HOMO-LUMO gap (alpha / beta) at 8.17 / 8.17 eV. Its highest occupied orbital energy (alpha / beta) is -0.29292 / -0.29296 Eh. Its molar mass is 83.090 g/mol. The value obtained for the energy above the lowest of the compared OMol25 structures with the same formula, charge and spin is 5.466 eV.

***

Entry 6:
The following is a DFT calculation (ωB97M-V/def2-TZVPD) of one molecule with the formula C2H5N5.

The geometry in XYZ format:
```
12
Properties=species:S:1:pos:R:3:forces:R:3:lowdin_charge:R:1
H 1.320 -1.248 0.502 0.859 3.233 -1.622 0.22
N 1.339 -0.243 0.036 -2.029 -1.233 0.702 0.04
C -1.634 -1.269 0.303 1.359 0.673 -2.785 -0.14
N 2.335 0.615 -0.229 3.354 0.840 0.205 -0.05
H 0.273 2.802 -0.625 -0.462 -3.240 0.909 0.20
N 1.924 1.800 -0.431 1.320 -2.264 0.416 -0.04
H -1.099 -2.002 -0.464 -1.615 0.932 1.533 0.08
H -2.783 -1.220 0.160 2.212 -0.248 0.186 0.08
C 0.179 0.449 -0.155 -4.897 0.475 0.874 -0.45
N -1.081 0.131 -0.135 0.369 -0.940 1.196 -0.03
H -1.377 -1.635 1.322 -0.103 0.685 -0.475 0.05
N 0.604 1.820 -0.285 -0.368 1.087 -1.140 0.04
```
Forces are in eV/Å.

As for the spin multiplicity: 1. Its LUMO energy is 0.68 eV. The calculation puts the HOMO-LUMO gap at 8.99 eV. Its highest occupied orbital energy is -0.30544 Eh. Its molar mass is 99.097 g/mol. The value obtained for the energy above the lowest of the compared OMol25 structures with the same formula, charge and spin is 3.992 eV.

***

In eV/A, the max |F| values for the records above are, in order, 2.12 1.80 3.11 7.79 0.94 5.00.